# ClK

A molecular structure, ClK (ωB97M-V/def2-TZVPD, OMol25).

The calculation puts the energy above the lowest of the compared OMol25 structures with the same formula, charge and spin at 0.000 eV. Its HOMO-LUMO gap is 0.271 Eh. As for the spin multiplicity: 1. As for the total energy: -28848.6577 eV. The HOMO energy comes out at -8.279 eV.

The geometry in XYZ format:
```
2
Properties=species:S:1:pos:R:3:forces:R:3
K -1.2568 0.4397 -0.3292 0.15 -0.05 0.04
Cl 1.2568 -0.4397 0.3292 -0.15 0.05 -0.04
```
Positions in Å, forces in eV/Å.

Atomic charges from the Löwdin analysis, expressed in e, are listed below: number 1, K, carries 0.664; number 2, Cl, carries -0.664